C25H30InN6O2S | ωB97M-V/def2-TZVPD

Spin multiplicity: 1
Orbital gap (eV): 5.1529
Total charge: -1
E_tot (eV): -55456.5110

Last column: Mulliken charge in e.
Geometry (Å):
In  0.94910  1.81615  -0.38741  1.601
C  4.21995  0.48815  2.33389  -1.392
C  2.94636  1.22168  1.97664  0.925
O  2.26230  0.68595  1.03737  -0.598
C  2.59499  2.34272  2.70233  -1.296
C  1.32741  2.99766  2.61252  1.166
C  0.92847  3.92790  3.72715  -1.326
N  0.51393  2.77232  1.62735  -0.066
N  -0.73946  3.36797  1.71614  -0.696
C  -1.55392  2.84694  0.84342  0.228
O  -1.27419  1.90384  0.00825  -0.733
C  -2.94520  3.40331  0.83348  0.472
C  -3.31610  4.42196  1.71061  -0.393
C  -4.60581  4.92611  1.69747  -0.639
C  -5.54740  4.42172  0.80759  -0.344
C  -5.18392  3.41323  -0.07135  -0.918
C  -3.88978  2.91006  -0.05895  -0.067
H  3.96458  -0.46555  2.80176  0.286
H  4.77418  0.26657  1.42122  0.306
H  4.84830  1.05927  3.01640  0.351
H  3.26141  2.66325  3.49095  0.131
H  1.76480  4.08681  4.40590  0.391
H  0.58610  4.87973  3.32214  0.300
H  0.08944  3.50657  4.28288  0.270
H  -2.57295  4.80288  2.39726  0.459
H  -4.88064  5.71825  2.38371  0.376
H  -6.55592  4.81719  0.79820  0.366
H  -5.90789  3.01790  -0.77363  0.392
H  -3.59760  2.13500  -0.75250  0.494
N  -2.07272  -0.13343  -1.97483  -0.079
C  -3.09039  -1.10434  -1.61538  -0.749
C  -3.39030  -1.01973  -0.12846  -0.239
N  -2.19276  -1.27105  0.67005  -0.564
H  -2.16845  0.76617  -1.51728  -0.135
H  -1.96958  0.00086  -2.96974  0.234
H  -2.71758  -2.10830  -1.84635  0.296
H  -4.04371  -0.97466  -2.15217  0.345
H  -4.14388  -1.77265  0.11953  0.395
H  -3.83387  -0.03477  0.07703  0.115
H  -2.38817  -1.07174  1.64439  0.245
H  -1.47660  -0.60493  0.39236  0.150
S  0.95226  -4.72589  -2.83324  -0.250
C  0.96383  -3.09979  -2.11111  0.165
C  1.01566  -1.98492  -2.93212  -0.719
C  0.97547  -0.72717  -2.34655  -0.437
N  0.93119  -0.56629  -1.02713  0.307
C  0.90286  -1.63762  -0.23983  -0.254
C  0.89410  -2.92866  -0.73549  -0.803
C  2.38856  -5.43105  -2.07658  0.327
C  3.57249  -4.71834  -1.91938  -0.268
C  4.65780  -5.36018  -1.35003  -0.319
N  4.65093  -6.63472  -0.95643  -0.616
C  3.51498  -7.30442  -1.11971  -0.268
C  2.36121  -6.75478  -1.65951  -0.317
H  1.08229  -2.09091  -4.00652  0.495
H  0.99175  0.20997  -2.90948  0.504
H  0.88959  -1.44190  0.82442  0.542
H  0.83406  -3.77622  -0.06683  0.413
H  3.64106  -3.68171  -2.22128  0.426
H  5.58858  -4.82265  -1.20673  0.363
H  3.51692  -8.33777  -0.78883  0.341
H  1.45721  -7.34270  -1.74585  0.369
C  1.44305  2.41917  -2.31822  -1.423
H  2.51249  2.21017  -2.46727  0.216
H  1.28914  3.50143  -2.39626  0.140

Forces on the atoms, in the same order (eV/Å):
In 0.19 0.09 0.09
C 0.01 0.01 -0.01
C -0.04 0.02 0.04
O 0.07 -0.04 -0.03
C 0.00 -0.02 -0.02
C 0.05 0.02 -0.01
C 0.00 -0.01 0.00
N -0.10 0.00 0.01
N 0.01 -0.02 -0.04
C 0.00 -0.01 0.06
O -0.03 -0.03 -0.08
C 0.01 0.00 0.01
C -0.03 -0.02 0.02
C 0.01 0.00 0.00
C -0.01 0.00 0.00
C -0.01 0.01 0.00
C 0.02 0.02 -0.02
H -0.01 -0.01 -0.01
H 0.01 0.01 0.00
H 0.00 -0.01 0.01
H 0.00 0.00 0.00
H 0.00 0.00 0.00
H 0.00 0.00 0.00
H 0.00 0.00 0.00
H 0.00 0.00 0.00
H 0.00 0.00 0.00
H 0.00 0.00 0.00
H 0.00 0.00 0.00
H 0.00 0.00 0.00
N 0.07 -0.13 -0.11
C -0.07 0.09 0.03
C -0.01 0.01 0.02
N 0.05 -0.03 0.02
H 0.04 -0.02 0.04
H -0.03 0.01 0.00
H -0.01 0.00 0.00
H 0.01 0.00 0.00
H 0.00 0.00 0.00
H -0.01 0.00 -0.01
H 0.00 -0.01 0.00
H -0.09 0.04 -0.03
S -0.05 -0.05 0.04
C 0.05 0.05 -0.04
C -0.02 -0.03 0.00
C -0.04 0.01 -0.01
N -0.10 0.01 0.03
C 0.05 0.02 0.01
C 0.02 0.00 -0.01
C 0.01 0.04 0.01
C -0.05 0.01 0.05
C 0.02 -0.03 0.01
N 0.02 0.02 0.00
C -0.02 -0.01 -0.01
C 0.03 -0.02 -0.06
H 0.01 0.01 0.00
H 0.00 -0.01 -0.01
H -0.01 -0.02 0.00
H 0.00 0.01 0.01
H 0.01 0.00 0.01
H 0.00 0.01 -0.01
H 0.00 0.00 0.00
H 0.00 0.00 0.01
C -0.08 -0.03 0.02
H 0.02 0.04 0.00
H 0.02 0.01 -0.03